Record 1
67
Properties=species:S:1:pos:R:3:nbo_charge:R:1 method="wB97M-V/def2-TZVPD" multiplicity=6 gap_ev="7.921 / 6.799" total_energy_ev=-52990.2988 charge=+1 max_force_ev_per_a=1.58 homo_energy_ev="-11.27 / -11.48"
Ru 10.60968 9.96558 11.82591 1.5761
C 12.81319 12.27281 13.15415 -0.6062
C 12.44445 11.43781 14.34448 -0.2255
N 11.06526 10.93435 14.36267 -0.4534
C 10.86967 9.88719 15.40114 -0.2259
C 10.11077 8.66714 14.94499 -0.6200
C 10.06297 11.99833 14.52611 -0.2280
C 8.76090 11.58903 13.85099 -0.2498
N 9.05028 11.20741 12.45051 -0.5366
C 8.15422 11.83517 11.54276 -0.0065
C 7.44792 11.07970 10.62415 0.3076
F 7.58948 9.76199 10.57913 -0.2968
C 6.54472 11.69973 9.75904 0.3555
F 5.78391 10.89133 9.02135 -0.2898
C 6.31709 13.07004 9.79168 -0.3229
C 7.02408 13.79749 10.70628 0.3385
F 6.78556 15.11192 10.87180 -0.2921
C 7.95446 13.20331 11.55705 0.3402
F 8.71593 13.92958 12.36116 -0.3022
H 13.84569 12.56397 13.15444 0.2443
H 12.27009 13.21025 13.04814 0.2053
H 12.61346 11.70051 12.22236 0.1791
H 12.60023 12.00364 15.28076 0.1842
H 13.10985 10.58333 14.39605 0.2282
H 10.36040 10.35200 16.24353 0.1890
H 11.81788 9.65059 15.80885 0.2117
H 9.44202 8.89283 14.10373 0.1873
H 9.48574 8.29654 15.76004 0.2316
H 10.76292 7.86463 14.60228 0.2303
H 10.42310 12.90929 14.06876 0.2108
H 9.90530 12.22890 15.55877 0.2007
H 7.99954 12.36847 13.92144 0.2198
H 8.39506 10.70032 14.33339 0.2156
H 5.55821 13.48587 9.14278 0.2693
N 10.31422 8.43550 10.10715 -0.9086
C 10.22043 9.03932 8.80213 0.1184
C 9.97590 8.30111 7.69885 -0.1880
C 9.88048 8.96598 6.43236 -0.1678
C 10.09626 10.31958 6.32833 -0.1727
C 10.37651 11.08379 7.48934 -0.1072
C 10.68639 12.46856 7.44316 -0.0770
C 11.02246 13.13610 8.59323 -0.2657
C 10.93454 12.43848 9.80583 0.0959
N 10.70691 11.15098 9.87710 -0.5529
C 10.42565 10.44744 8.73234 0.2178
H 9.59029 7.75446 10.16542 0.4055
H 11.23471 8.01474 10.29420 0.4526
H 9.80686 7.24059 7.80463 0.2351
H 9.60855 8.43065 5.55990 0.2330
H 10.11202 10.79789 5.37614 0.2309
H 10.70120 13.06261 6.51302 0.2401
H 11.27652 14.18550 8.62677 0.2450
H 11.06263 12.97359 10.75520 0.2160
O 12.91932 7.90193 10.84699 -0.6993
C 12.98736 8.11702 12.06602 0.8065
O 12.23361 8.95753 12.68562 -0.8190
C 14.06424 7.46060 12.87090 -0.2199
C 15.05320 6.79680 12.20154 -0.0929
C 16.09032 6.15921 12.87232 -0.2375
C 16.09053 6.15455 14.24302 -0.1735
C 15.03774 6.73322 14.96961 -0.2198
C 14.03297 7.37438 14.26578 -0.1653
H 15.00585 6.86236 11.12601 0.2277
H 16.91498 5.71992 12.36100 0.2239
H 16.89313 5.71652 14.83743 0.2211
H 15.02311 6.72007 16.04959 0.2212
H 13.26642 7.88264 14.85709 0.2069

=====

Record 2
20
Properties=species:S:1:pos:R:3:nbo_charge:R:1 method="wB97M-V/def2-TZVPD" multiplicity=1 gap_ev=8.509 total_energy_ev=-72797.6631 charge=0 relative_energy_ev=0.6645 max_force_ev_per_a=3.80 homo_energy_ev=-8.05
C 2.16327 0.84030 0.65073 -0.6349
C 0.68474 1.07525 0.26076 -0.2596
C 0.44099 0.90862 -1.23354 -0.6359
C -0.27160 0.16865 1.12352 -0.1542
C -0.23663 -1.30782 0.81756 -0.2609
C -1.10617 -1.84957 0.02960 -0.1736
C -2.25208 -1.10252 -0.57572 -0.5728
Se -2.43041 0.64992 0.30241 0.0808
H 2.74106 -0.02240 0.29091 0.2227
H 2.35421 1.11127 1.76012 0.2152
H 2.69755 1.53688 -0.06033 0.2165
H 0.46077 2.06698 0.46860 0.2086
H 1.07269 1.56280 -1.77475 0.2091
H -0.59888 1.23158 -1.49060 0.2308
H 0.41244 -0.07273 -1.70830 0.2133
H -0.32545 0.52661 2.14407 0.2170
H 0.63908 -1.88854 1.13199 0.2278
H -1.23038 -2.94109 -0.08742 0.2136
H -2.07468 -0.89393 -1.57677 0.2173
H -3.14056 -1.60026 -0.47287 0.2192

=====

Record 3
158
Properties=species:S:1:pos:R:3:lowdin_charge:R:1 method="wB97M-V/def2-TZVPD" multiplicity=1 gap_ev=5.657 total_energy_ev=-567118.9068 charge=0 max_force_ev_per_a=2.22 homo_energy_ev=-6.22
C 3.06227 0.61470 3.02841 0.1003
C 3.27030 0.24781 1.89720 -0.0895
C 3.50787 -0.31652 0.60638 -0.0967
C 3.30416 0.37352 -0.61345 -0.0907
C 2.75914 1.77202 -0.48586 -0.1154
C 1.18690 1.81013 -0.69104 -0.1401
C 0.37596 2.18006 0.56089 -0.3217
C 0.03958 0.91327 1.40496 -0.0466
C -0.99410 2.73596 0.10494 -0.2233
C -1.71020 1.85461 -0.90886 -0.2252
C -3.17427 2.29788 -0.97765 -0.1205
C -4.15663 1.32539 -1.23553 -0.3111
C -4.97198 0.79318 -0.07248 -0.1136
C -4.48462 0.70478 -2.56469 -0.0762
C 3.59167 -0.24670 -1.83360 -0.1674
C 3.43719 0.46221 -3.16797 -0.6170
Br 4.64352 1.99981 -3.35148 0.7873
C 1.99041 0.83774 -3.52695 -0.2582
C 0.94834 -0.23850 -3.20112 -0.0744
C 4.03312 -1.60813 -1.86226 -0.0756
P 4.35940 -2.50384 -3.41190 0.4474
O 5.59670 -2.01121 -4.02571 -0.2401
O 4.36233 -4.06740 -3.18152 -0.1067
O 3.14276 -2.29182 -4.43038 -0.1056
C 4.20177 -2.25696 -0.63435 -0.0481
C 3.96739 -1.62613 0.57948 -0.0246
C 4.22184 -2.60377 1.71357 -0.3436
O 4.50204 -2.42328 2.86286 0.1578
N 4.12319 -3.86617 1.06592 0.0196
C 2.95378 -4.69756 1.25392 -0.0228
C 1.65260 -3.96240 1.00462 -0.4020
O 1.45338 -2.82614 1.34680 0.1462
N 0.62128 -4.75297 0.34582 -0.1493
C 0.31196 -4.08026 -0.93276 -0.0599
C -0.54947 -4.68452 1.25013 -0.0803
C 4.64473 -3.65148 -0.25091 -0.3227
O 5.35124 -4.46297 -0.77872 0.1403
H 2.91640 0.75929 4.06990 -0.0806
H 2.96893 2.18110 0.49098 0.0562
H 3.16989 2.44881 -1.22674 0.0560
H 0.84841 0.82382 -0.97178 0.0789
H 0.96816 2.54669 -1.46011 0.1002
H 0.86752 2.90709 1.20425 0.1246
H -1.03311 0.76310 1.49025 0.0724
H 0.48399 0.02528 0.96160 0.0682
H 0.44318 0.99434 2.40710 0.0549
H -1.62672 2.78048 0.98788 0.0653
H -0.85674 3.71589 -0.35775 0.1081
H -1.24698 1.92257 -1.89876 0.0381
H -1.71618 0.79854 -0.65035 0.1125
H -3.45524 3.33595 -0.83897 0.0724
H -5.65282 1.55633 0.29492 0.0120
H -4.27009 0.44819 0.68147 0.0771
H -5.52812 -0.07421 -0.41786 0.0491
H -5.56313 0.55827 -2.58396 0.0835
H -4.04876 -0.29591 -2.72005 0.0824
H -4.19612 1.30606 -3.41280 0.0040
H 3.79156 -0.18942 -3.94186 0.0342
H 1.74395 1.81532 -3.12970 0.0537
H 1.97126 0.96396 -4.60943 0.1128
H -0.02505 0.24755 -3.18162 0.0694
H 0.95107 -0.98261 -3.98636 0.0624
H 1.07404 -0.69911 -2.22501 0.0644
H 5.28469 -4.35209 -3.13525 0.0923
H 2.33880 -2.72428 -4.11270 0.0813
H 2.97220 -5.13439 2.25197 0.1461
H 3.00375 -5.54160 0.57181 0.1370
H -0.03020 -4.82077 -1.64989 0.0867
H 1.19867 -3.56031 -1.29313 0.0729
H -0.46699 -3.32010 -0.84019 0.0865
H -1.08014 -3.73709 1.15718 0.0877
H -0.22426 -4.72921 2.28857 0.0911
H -1.21829 -5.52495 1.09072 0.0135
C 5.22710 5.63364 -3.16832 -1.0278
Cl 6.74089 4.77771 -3.49051 0.4866
Cl 5.00218 5.87661 -1.43996 0.5347
H 5.25233 6.59268 -3.67177 0.0263
H 4.40242 5.03463 -3.53876 -0.0089
C -8.64097 1.16030 1.35949 -1.0047
Cl -7.36000 -0.01234 1.70865 0.5577
Cl -7.95660 2.76444 1.06940 0.5086
H -9.17783 0.84440 0.47194 0.0333
H -9.31708 1.21068 2.20702 -0.0949
C -1.52265 4.37236 -4.42044 -1.0011
Cl 0.22294 4.15651 -4.62210 0.5190
Cl -2.32541 2.86414 -3.98345 0.5999
H -1.69318 5.09459 -3.63021 0.0295
H -1.93460 4.73371 -5.35307 -0.0226
C -4.07520 -6.38547 1.57935 -1.0618
Cl -5.00505 -4.96580 1.07618 0.5056
Cl -3.08519 -7.02382 0.25511 0.5259
H -3.42013 -6.09962 2.39366 -0.0021
H -4.76678 -7.16480 1.90555 -0.1028
C 6.62433 3.65305 0.89866 -1.0531
Cl 6.93709 5.22181 1.65510 0.4858
Cl 5.33409 2.74205 1.68853 0.5983
H 6.33624 3.82131 -0.13324 -0.0207
H 7.52514 3.05770 0.95104 -0.1078
C -2.03404 1.35177 -7.72255 -1.0130
Cl -2.52756 2.98500 -7.24490 0.5350
Cl -2.21378 0.18062 -6.41267 0.5007
H -2.66473 1.03286 -8.54585 -0.0875
H -0.99525 1.37984 -8.03018 0.0324
C -6.69869 6.64113 0.89456 -1.0026
Cl -8.38367 6.30732 0.46836 0.4901
Cl -5.61220 5.38777 0.28128 0.4750
H -6.41131 7.59280 0.46410 0.0263
H -6.61354 6.67694 1.97414 0.0295
C -12.71836 0.80511 3.54918 -0.9928
Cl -13.34787 0.47941 1.92924 0.5198
Cl -11.15994 1.63899 3.49452 0.5801
H -13.42675 1.43034 4.07885 0.0260
H -12.58778 -0.13820 4.06522 0.0272
C -1.28534 5.43853 2.36448 -0.9959
Cl -1.37123 4.11678 3.53705 0.5261
Cl -2.70175 5.47223 1.30574 0.5025
H -1.23296 6.37642 2.90402 0.0223
H -0.39756 5.30415 1.75677 0.0196
C 1.79858 -1.21670 6.66077 -1.0083
Cl 1.42884 0.45054 6.20058 0.5219
Cl 1.59309 -1.47937 8.39622 0.5069
H 1.12901 -1.87911 6.12570 0.0262
H 2.82829 -1.42785 6.39554 0.0296
C -13.28325 3.50182 -0.86497 -1.0363
Cl -13.96709 3.22289 -2.47158 0.5006
Cl -11.67354 4.22430 -0.94804 0.4994
H -13.93700 4.17380 -0.32213 0.0246
H -13.20922 2.55212 -0.34945 -0.0135
C 7.45168 -4.42150 2.21399 -1.0298
Cl 8.36582 -2.90850 2.23319 0.5148
Cl 8.07066 -5.58125 3.40042 0.5157
H 6.41644 -4.20501 2.45035 -0.0054
H 7.52733 -4.86227 1.22706 0.0219
C 10.53426 2.42680 0.50148 -0.9799
Cl 9.06873 1.44205 0.43134 0.5685
Cl 10.14075 4.14024 0.71022 0.5283
H 11.13615 2.10295 1.34186 0.0271
H 11.08128 2.29748 -0.42458 0.0263
C -3.60942 0.32896 -11.96409 -1.0031
Cl -3.50349 2.08488 -12.11369 0.5141
Cl -3.70525 -0.17944 -10.27133 0.5618
H -4.50005 -0.01282 -12.47712 0.0252
H -2.72519 -0.11282 -12.40705 0.0258
C -5.47987 -8.32133 4.87718 -0.9754
Cl -5.66094 -8.73409 3.16351 0.5801
Cl -4.25068 -7.08083 5.14649 0.5357
H -6.43000 -7.95145 5.24251 0.0282
H -5.19076 -9.21594 5.41483 0.0268
C 9.64533 -7.65743 6.43153 -1.0337
Cl 9.45735 -9.33662 5.91221 0.4967
Cl 9.14728 -7.43037 8.11226 0.4993
H 10.68803 -7.37978 6.33785 0.0256
H 9.02911 -7.02957 5.80039 -0.0182
C 4.60396 2.75823 7.08443 -1.0128
Cl 4.18729 2.30087 5.42838 0.5391
Cl 5.81552 4.04303 7.12770 0.5129
H 3.70731 3.10778 7.58232 0.0251
H 5.00080 1.88812 7.59352 0.0269